Record 1
15
Properties=species:S:1:pos:R:3:forces:R:3:mulliken_charge:R:1 method="wB97M-V/def2-TZVPD" de_lowest_kcal_mol=78.4 orbital_gap_ev=9.574 charge=0
N -2.0358 -0.8935 -0.0525 -1.70 -2.05 -1.88 -0.535
H -1.0191 0.7694 1.3948 1.03 0.13 -0.55 0.379
H -2.4478 0.0271 -0.2853 1.39 -0.32 0.07 0.253
C -0.2065 0.9039 0.6065 -0.27 1.47 2.34 -0.707
C 0.1770 -0.4222 0.1305 0.20 -1.42 0.15 0.772
H 2.0751 -1.0952 1.0347 -0.42 -0.73 1.02 0.205
H -2.5257 -1.5867 -0.6816 0.33 1.14 1.36 0.278
H 1.7238 -1.8161 -0.6274 -0.58 1.55 1.62 0.260
H 0.6642 1.4544 1.0253 -0.54 -0.37 -0.06 0.316
O 2.4418 0.1655 -0.3188 0.25 0.78 -0.93 -0.562
C 1.5882 -0.9016 0.1050 1.15 -0.27 -2.69 -0.342
O -0.7356 1.5709 -0.4942 -1.33 2.22 -2.06 -0.576
N -0.7043 -1.2483 -0.2496 -0.68 0.48 0.16 -0.392
H 2.1467 0.5800 -1.1553 0.02 -0.59 0.64 0.325
H -1.1419 2.4924 -0.4320 1.14 -2.01 0.82 0.324

---

Record 2
62
Properties=species:S:1:pos:R:3:forces:R:3:mulliken_charge:R:1 method="wB97M-V/def2-TZVPD" orbital_gap_ev=7.541 charge=0
C -5.2472 -1.0529 -1.4727 -0.77 1.70 -1.21 0.588
F 0.9618 4.1569 -1.2788 0.20 -1.58 0.66 -0.240
C 1.4289 -2.5616 0.8536 -0.18 -0.44 1.89 -1.624
H 4.0644 -3.9865 2.1952 -0.32 0.70 -0.17 0.465
H 1.0382 2.5653 -3.1624 -0.26 -0.62 0.50 0.286
C 0.6183 1.5502 -2.9916 -0.46 -0.68 -1.26 -0.907
C 1.8751 -3.4333 2.0972 1.39 -1.25 -0.88 -0.627
H -1.0712 0.2581 4.2219 0.03 -0.34 -0.46 0.384
H -0.6770 2.5389 -1.7374 -0.10 -0.92 0.32 0.847
F -5.0923 -2.1039 -2.2710 0.03 -0.24 0.93 -0.223
H 2.2028 0.8450 -1.0109 -0.41 0.75 0.21 0.373
H 2.7443 -0.4116 3.7029 -0.20 -0.47 0.35 0.227
C 0.8794 -1.0612 1.2121 0.76 -0.54 0.35 1.975
F -4.3592 0.5064 -0.0789 1.45 0.13 -0.52 -0.282
F -3.7041 -1.8793 0.5346 0.55 0.99 -0.02 -0.348
H 1.9306 -4.4711 1.6769 -0.40 0.76 0.15 0.414
S 2.4001 1.1072 1.3093 2.72 2.51 0.54 1.132
H 3.2842 -3.5689 3.7109 0.23 0.17 -0.70 0.373
C -0.1703 -0.4719 0.1346 1.32 1.02 -1.63 -1.728
H -0.4900 1.7988 1.6725 -0.60 0.27 -0.42 -0.057
S 2.1114 3.2036 -0.6568 4.41 3.08 -0.96 1.526
I 0.1684 -1.5145 -1.8260 -0.16 -0.11 0.31 0.307
C -0.1859 1.2333 -4.3142 0.73 0.12 0.35 -0.482
F -3.5122 0.3030 -2.1660 0.82 0.03 0.96 -0.339
H 1.4764 0.8527 -2.9888 -0.45 0.23 0.30 0.392
F -6.1082 -1.2219 -0.4752 0.80 -1.00 -0.13 -0.222
H -0.8227 2.1166 -4.5293 0.06 -0.62 0.12 0.317
C -0.6497 2.1375 0.6299 0.56 -0.18 0.22 -1.144
H 0.4959 0.2308 -5.9891 0.18 0.29 0.09 0.261
F -2.6744 -2.4494 -1.1722 1.03 1.66 -0.70 -0.275
C 1.6105 1.4990 -0.3296 -1.11 -1.93 1.40 -1.246
H -0.8176 0.3242 -4.1777 0.29 0.67 0.03 0.303
C -2.1399 2.5106 0.5096 0.28 -0.23 0.00 0.276
H 1.7061 0.8994 -5.0953 -0.21 -0.05 -0.12 0.283
P 0.3422 -1.0260 3.0762 -1.45 -1.38 2.52 -0.288
C -3.8735 -0.3334 -1.0263 -2.14 -0.58 -1.08 0.652
C 0.0613 1.0831 -0.3201 -0.07 1.74 -0.57 3.217
H -1.2999 0.9720 -2.1693 0.41 -0.08 0.67 -0.392
F -1.4155 -2.2013 1.0535 0.49 0.67 -0.81 -0.401
O 2.2014 -0.4595 1.2637 -0.58 2.03 -0.68 -0.099
F -5.8689 -0.1090 -2.2576 0.51 -0.38 0.35 -0.279
N 0.7611 1.0457 -5.4400 -0.37 -0.13 0.27 -0.637
O 3.8118 1.3339 1.2256 -0.28 -1.24 -1.08 -0.720
F -2.1787 -0.2720 1.5554 0.65 0.79 -1.30 -0.294
O -2.7829 2.5059 1.4843 -0.91 -0.09 1.64 -0.436
O 2.6192 3.9110 0.4749 -2.23 -0.64 0.83 -0.576
C 1.8746 -0.9014 4.1722 0.12 0.26 -0.18 -0.917
C 3.3558 -3.2671 2.6333 -1.20 -0.12 1.90 -1.420
H 2.0905 -1.9179 4.5634 0.10 0.62 -0.62 0.273
C -0.3893 1.4610 -1.7866 0.07 1.69 -0.83 -1.852
O -0.4120 0.3938 3.5269 0.72 0.36 -0.86 -0.346
H 1.6377 -0.3058 5.0832 -0.32 -0.18 -0.88 0.440
O 3.1540 3.1376 -1.6399 -1.58 -1.06 -0.85 -0.657
H 0.6654 -3.1939 0.3784 0.37 0.77 -0.25 0.751
I 3.3011 -2.4840 -0.3319 -0.82 -0.31 -0.44 0.136
C -1.6105 -0.9090 0.4927 -0.16 -2.59 2.14 1.440
H -0.1698 3.1488 0.6243 -0.03 -0.84 -0.38 1.058
C -2.8237 -1.3185 -0.4377 -2.86 -1.87 1.57 0.169
H 1.1293 -3.5453 2.9055 0.23 0.67 -0.44 0.604
Cl -3.0329 3.1587 -0.9095 0.92 -0.03 -0.39 -0.157
H 3.7079 -2.2228 2.6679 0.06 -0.63 -0.38 0.351
O 1.8695 1.8662 2.4001 -1.89 -1.31 -0.38 -0.601

---

Record 3
41
Properties=species:S:1:pos:R:3:forces:R:3:mulliken_charge:R:1 method="wB97M-V/def2-TZVPD" orbital_gap_ev=4.815 charge=-1
C -0.3165 3.0763 1.2185 -0.18 -0.29 0.54 -0.432
H 0.1656 -1.9307 -0.4311 0.09 0.47 -0.20 0.208
H 1.0324 1.9556 -2.5775 0.43 -0.17 0.50 0.085
H 2.1394 -0.3342 -0.2953 0.74 -0.32 -0.22 0.299
H 2.6157 0.5157 -3.8474 -0.25 0.02 -0.29 0.315
S 5.2142 -1.0629 -1.8360 0.25 0.17 -0.48 -0.577
H 0.6761 -0.4263 -3.1607 -0.06 -0.05 0.38 0.493
H 1.5237 1.5689 -0.8608 -0.04 -0.25 -0.49 0.093
O -2.4443 -1.5840 -0.1326 -0.25 -0.06 -0.19 -0.429
C -0.4032 0.7143 -1.5826 0.57 -0.33 -1.20 -0.286
H 3.8628 -2.1595 -3.9423 0.41 -0.24 -0.16 0.251
C 0.0936 3.1870 -1.0917 0.98 -1.40 -1.03 -0.876
C -0.9736 -1.0144 4.1797 0.30 0.11 -0.20 -1.465
H -3.8103 -2.1089 3.8506 -0.10 -0.01 -0.18 0.314
O -1.5928 -0.9225 1.8386 -0.32 -0.11 0.05 -0.188
O 2.9857 -2.0040 -3.5869 -0.37 1.44 1.13 -0.528
H -2.6895 -0.0326 3.3290 -0.07 -0.07 -0.05 0.254
H -0.7922 3.8829 1.8051 0.05 -0.31 -0.14 0.256
H -1.2050 1.1209 -2.2341 0.19 -0.07 0.34 0.314
C -2.4941 -1.5599 1.0476 0.26 0.16 -0.31 0.523
C -2.1012 -0.9437 3.1758 0.52 0.03 0.53 0.518
H -0.8789 0.5156 -0.6158 0.35 0.00 -0.12 -0.016
O -0.8769 3.0252 -0.0739 0.43 0.89 0.03 -0.372
H 0.9572 3.7955 -0.7656 -0.55 0.18 0.01 0.407
H -0.3366 3.6381 -2.0007 -0.35 0.10 0.61 0.411
H -1.3587 -1.1048 5.1965 -0.07 0.03 -0.03 0.388
C 0.0661 -0.6288 -2.2665 -1.24 -0.35 1.32 -0.661
H -0.3219 -1.8641 3.9694 -0.11 -0.04 -0.02 0.364
H -0.4842 2.1038 1.7139 0.04 0.33 0.00 -0.050
C 0.7737 -1.6590 -1.3065 1.53 0.21 -1.41 -0.626
O 3.1369 0.6175 -3.0501 0.29 -1.20 0.05 -0.514
C 2.2528 -1.2627 -0.8934 -1.08 0.30 -1.82 -0.949
P 3.3158 -0.9159 -2.3288 -0.67 -0.43 2.17 0.640
H 0.8798 -2.6005 -1.8858 -0.26 0.31 0.20 0.390
H -0.8640 -1.1159 -2.6330 0.34 0.20 0.05 0.359
C -2.9805 -2.1660 3.1475 -0.36 -0.12 0.08 -0.564
H 0.7683 3.2633 1.2321 -0.25 -0.07 -0.22 0.343
H -2.4273 -3.0941 3.3189 0.11 0.10 0.05 0.319
O -3.4537 -2.1656 1.7984 0.06 -0.04 0.18 -0.374
C 0.6984 1.8003 -1.5410 -1.30 0.84 0.50 0.029
H -0.3529 -0.1198 4.1182 -0.07 0.01 0.05 0.336

---

Values of LUMO level, in order: 0.5, -1.4, 2.3, all in eV.
Values of total energy, in order: -10313.553, -120642.933, -44173.867, all in eV.